(1)
{"formula": "C43H111N7O38P6", "method": "ωB97M-V/def2-TZVPD", "elements": ["H", "H", "O", "C", "C", "H", "H", "H", "H", "O", "C", "H", "C", "H", "H", "H", "O", "O", "C", "H", "H", "H", "H", "P", "H", "C", "P", "C", "C", "H", "H", "O", "C", "H", "O", "H", "H", "H", "C", "P", "H", "H", "H", "H", "C", "O", "C", "H", "C", "H", "H", "H", "O", "H", "H", "H", "H", "H", "O", "H", "H", "H", "H", "H", "H", "H", "P", "C", "O", "H", "H", "C", "C", "C", "C", "H", "H", "C", "N", "C", "H", "O", "H", "H", "C", "H", "H", "O", "H", "H", "H", "C", "C", "N", "H", "O", "N", "H", "O", "H", "O", "H", "C", "H", "H", "O", "H", "H", "C", "H", "C", "O", "O", "H", "H", "H", "H", "C", "P", "O", "H", "H", "H", "P", "H", "H", "C", "H", "O", "H", "H", "H", "H", "H", "O", "O", "C", "C", "C", "H", "C", "O", "N", "H", "O", "C", "C", "H", "C", "N", "H", "H", "H", "H", "H", "H", "H", "H", "C", "O", "H", "H", "C", "N", "H", "O", "H", "H", "O", "H", "H", "H", "O", "C", "O", "O", "H", "O", "H", "C", "O", "H", "H", "H", "H", "H", "H", "H", "H", "H", "C", "H", "H", "O", "C", "C", "H", "C", "N", "O", "O", "O", "H", "O", "O"], "positions_angstrom": [[8.968, -2.048, -0.347], [-5.312, 2.401, 2.718], [8.060, 1.394, -2.728], [-5.859, -0.974, 7.398], [-4.400, 1.752, 0.845], [4.148, 1.458, -0.218], [0.729, -5.539, 2.365], [-0.785, -6.615, 3.525], [3.082, 3.333, -0.073], [7.746, -1.122, -2.133], [-5.505, -6.353, 1.165], [5.451, -6.227, -4.814], [1.608, 3.445, -5.068], [-4.882, 8.749, 2.186], [-3.638, 4.061, 4.698], [-3.949, -2.552, 3.183], [4.490, -6.466, -2.925], [2.675, 1.040, 2.058], [0.383, 3.918, -5.879], [3.060, 0.713, -2.884], [-6.004, -5.933, 0.292], [-1.959, -0.134, -1.009], [7.362, -6.234, -2.410], [3.020, -5.676, -2.867], [-4.379, -0.840, -1.898], [1.448, -7.485, -2.028], [-4.073, 0.438, 4.531], [-6.460, -6.242, 2.336], [-3.078, 3.472, 5.424], [-2.146, -3.231, -2.530], [4.717, 4.456, -2.305], [-0.389, 7.971, 1.552], [5.060, -0.201, -3.303], [5.812, -0.221, -4.092], [-5.362, -1.516, -3.861], [6.338, -1.677, -0.793], [4.813, 2.836, -1.714], [3.037, -2.225, -2.033], [-4.470, 8.901, 3.184], [7.282, 0.454, -1.894], [-1.956, 3.790, 0.846], [-3.453, 1.571, 0.336], [0.586, 4.143, 2.396], [-0.139, -6.405, -2.881], [8.143, -2.735, -0.535], [-2.278, -0.019, -3.977], [-3.234, -2.429, 2.370], [-4.274, 0.936, -2.285], [4.626, 3.862, -1.396], [-2.250, -5.802, -2.303], [8.582, -3.597, -1.039], [-0.553, -0.348, 0.093], [3.453, -4.166, -2.332], [-0.318, 4.488, -5.269], [4.852, -1.263, -3.170], [2.337, 3.222, -5.847], [-3.902, -5.734, -1.802], [-0.553, -1.226, -1.354], [-1.411, 5.638, 1.164], [-0.105, -0.470, -6.353], [-4.588, 9.932, 3.520], [-7.051, -5.327, 2.383], [0.663, 4.380, 0.734], [-3.605, 2.438, 2.819], [-3.958, -1.575, 6.360], [0.658, -2.214, -2.521], [1.797, 4.892, -2.849], [0.915, -5.278, 1.323], [2.232, 6.256, -2.385], [-0.610, -8.012, -2.551], [7.301, 1.811, 2.185], [-1.305, 6.428, -2.937], [-1.782, -6.392, 3.146], [0.257, 9.183, -0.367], [6.916, -6.699, -3.289], [0.569, 4.535, -6.758], [-2.637, 8.542, 4.217], [2.545, -3.191, -1.919], [-3.964, -2.140, 1.117], [-2.654, -5.529, 4.139], [8.604, 2.957, 1.919], [2.338, -5.704, -4.215], [-5.777, 0.159, -1.618], [-2.547, -1.620, 2.615], [3.184, 3.988, -0.938], [-2.329, -4.509, 4.342], [-1.429, 5.908, -3.887], [2.216, -0.443, 0.466], [2.338, -3.281, -0.853], [7.777, -3.074, 0.434], [9.124, 0.759, 0.846], [-5.023, -1.430, 6.179], [-0.679, 0.214, -5.728], [-0.226, 0.933, -1.552], [3.391, 0.613, -4.613], [-5.101, -2.686, 1.010], [-5.312, -0.309, -3.622], [-2.349, 2.869, 4.884], [2.227, 4.576, -4.387], [7.070, 3.031, 0.990], [-1.041, -1.661, -4.391], [-0.041, 9.709, -1.274], [1.165, -3.173, -2.635], [-3.164, -4.015, -3.715], [0.611, 9.924, 0.350], [5.639, 0.361, -2.141], [-2.295, 6.752, -2.615], [3.063, 5.006, -0.566], [5.590, -6.013, -3.755], [-3.831, -3.186, -2.397], [-4.902, 0.046, -2.258], [-2.599, -4.906, -0.487], [-1.767, -5.670, 1.894], [-2.527, 9.539, 2.748], [-5.822, -6.308, 3.218], [-2.183, -7.401, 3.042], [0.476, -3.888, -2.185], [-0.880, -0.271, -0.944], [-1.220, 6.814, 2.344], [-2.682, 0.124, 4.892], [4.961, 0.941, 1.233], [1.783, -7.956, -2.952], [-3.649, -5.481, 3.696], [-2.934, -5.998, 0.734], [1.072, 8.501, -0.609], [0.387, -5.844, 0.555], [7.119, -2.108, -1.418], [5.363, 4.247, -0.692], [-4.397, -5.527, 1.376], [-0.607, -0.945, 3.793], [-5.320, -2.471, 6.051], [-4.735, 2.739, 0.526], [-5.056, 8.339, 3.911], [1.579, -8.286, -1.301], [-5.372, 0.635, -4.391], [-3.524, -1.430, 0.225], [-2.972, -5.165, -1.792], [-4.055, 2.586, 6.171], [-0.154, -0.014, 3.454], [-0.097, 5.660, -1.080], [4.300, 0.600, 0.436], [-4.757, 1.792, 5.214], [-1.305, -0.497, -4.588], [0.685, -0.137, 2.769], [-4.394, 0.580, 2.933], [-0.871, 8.437, 0.239], [8.460, 1.438, 0.312], [0.178, 2.767, 1.411], [0.072, 3.850, 1.481], [2.966, 0.349, 1.096], [-4.774, 3.246, 6.655], [1.197, -3.498, -3.674], [4.599, -0.370, 0.040], [-2.667, -3.353, 2.255], [-5.726, -1.555, 8.310], [4.104, 1.800, -3.418], [7.674, -6.411, -4.018], [-0.137, 0.965, -5.154], [-3.020, -3.872, -2.644], [-2.746, 7.414, 2.440], [6.898, -7.769, -3.084], [-1.350, 4.573, -1.742], [3.849, 0.763, -3.635], [0.470, 0.825, 4.521], [-0.382, -6.756, -1.169], [-2.854, -7.456, 0.322], [-2.583, 4.088, 6.175], [-1.508, 0.772, -6.163], [-0.194, -3.604, 0.075], [-6.908, -0.945, 7.104], [-1.622, 4.184, 2.619], [-5.513, 0.032, 7.636], [0.482, 0.722, -2.561], [-0.055, -7.180, -2.118], [1.148, 0.333, 5.422], [7.389, 0.692, -0.254], [8.951, 2.094, -0.406], [0.334, 2.057, 4.478], [-5.262, -7.396, 0.963], [-2.965, 8.641, 3.183], [0.183, -3.144, 2.180], [6.620, -2.852, -2.038], [1.467, 2.532, -4.489], [-0.160, 3.120, -6.386], [-0.894, 0.633, 2.983], [-5.071, 1.010, 0.412], [-0.685, 7.294, -3.167], [1.966, -5.070, 1.127], [-2.881, -6.067, 5.059], [-3.607, 2.023, 6.989], [-0.666, 5.390, -1.969], [5.785, -4.941, -3.706], [-1.094, 7.666, -0.498], [-0.460, 1.987, -0.973], [-4.424, 1.856, 2.397], [7.830, 2.376, 1.417], [-7.242, -7.000, 2.326], [-1.332, 4.305, 1.576], [0.233, -3.905, 1.187], [-5.146, -0.736, 4.960], [0.167, 4.674, -2.803], [-0.568, 6.360, 3.649], [-1.725, 9.087, 0.433], [2.368, 3.610, -2.035], [2.208, -6.359, -1.660]], "forces_ev_per_angstrom": [[-0.17, 0.12, 0.02], [-0.29, -0.24, -0.12], [-1.03, -1.11, 0.95], [0.77, 1.34, -1.11], [-0.12, 0.85, 0.44], [0.01, -0.61, -0.43], [0.21, -0.39, -0.39], [0.35, 0.77, -0.39], [-0.86, -0.27, -0.15], [0.02, 3.32, -1.51], [-2.44, -0.23, -0.95], [-0.61, -0.40, 0.14], [0.18, 1.00, -2.24], [-0.04, 0.20, 0.06], [0.11, 0.28, 0.14], [-0.14, 0.03, -0.35], [-3.13, 1.70, -0.21], [-0.13, -1.26, -0.92], [-0.64, 0.11, 0.13], [-0.24, -0.88, 0.09], [-0.10, -0.31, -0.31], [0.24, -0.03, 0.01], [-0.64, 0.12, 0.42], [3.11, 0.26, 3.39], [0.11, 0.36, 0.12], [-2.26, -2.71, -0.28], [-2.35, 0.22, 0.83], [0.06, 0.13, 0.35], [-0.03, -0.41, 0.47], [0.39, -0.40, 0.11], [0.20, 0.17, -0.05], [-1.09, -1.51, 0.06], [-0.46, 1.35, -1.27], [-0.10, 0.40, -0.33], [-0.62, 1.33, -0.54], [-0.26, 0.03, 0.08], [0.36, -0.06, 0.29], [0.17, -0.15, -0.22], [0.16, 0.22, 0.35], [0.02, -0.62, 0.11], [-0.30, -0.36, 0.39], [0.41, 0.00, 0.62], [-0.01, -0.11, 0.26], [-0.21, 0.33, 0.00], [0.94, -1.11, 0.54], [1.86, 1.02, -0.99], [0.50, 0.27, 0.47], [-0.27, -0.14, -0.06], [-0.12, 0.26, -0.80], [0.20, -0.25, 0.35], [0.16, -0.08, 0.08], [-0.21, 0.54, 0.10], [-0.28, -3.81, -1.78], [-0.02, -0.28, 0.10], [-0.61, -0.01, 0.43], [0.32, -0.34, 0.25], [-0.27, 0.26, -0.23], [-0.16, 0.52, -0.63], [-0.16, 3.58, 1.91], [-0.21, 0.27, 0.26], [-0.19, 0.21, -0.35], [0.54, 0.38, -0.17], [-0.36, -0.31, -0.61], [0.34, 0.16, -0.49], [0.16, 0.57, 0.60], [0.45, 0.05, -0.29], [-1.12, 1.48, -0.43], [-0.92, 1.82, 0.10], [-0.55, -2.53, -0.66], [-0.06, -0.17, 0.75], [0.18, -0.30, 0.01], [-0.26, -0.10, 0.85], [-1.49, 0.80, 1.39], [0.83, 0.78, 0.14], [-0.15, 0.89, 0.19], [0.91, 0.37, 0.34], [0.37, -0.15, -0.12], [-1.80, 1.98, 0.00], [-3.45, -1.02, -1.19], [-0.32, -1.38, -0.61], [0.00, 0.06, -0.17], [0.18, 0.31, -0.13], [-0.07, 0.21, -0.26], [-0.12, 0.03, -0.32], [2.20, -0.07, 1.14], [0.43, -0.27, -0.07], [-0.16, -0.10, 0.11], [0.91, 1.20, 1.70], [0.03, -0.34, 0.24], [-0.21, -0.01, -0.08], [0.23, -0.09, -0.52], [0.60, -2.09, 1.50], [-0.49, 1.12, 1.47], [0.15, -0.78, -0.02], [0.28, 0.07, -0.01], [2.70, 1.18, 0.52], [1.38, 0.01, -0.03], [0.23, 0.05, 0.15], [-1.20, -0.56, 1.79], [0.25, 0.19, -0.21], [1.63, -0.49, -0.24], [-0.11, -0.09, -0.04], [-0.14, -0.82, 0.71], [0.19, -0.62, 0.05], [0.19, 0.09, -0.10], [2.53, 0.36, 1.92], [0.05, 0.15, 0.12], [-0.64, -0.01, -0.33], [2.20, -0.44, 0.07], [-0.30, -0.28, 0.42], [0.15, -0.70, 1.02], [0.44, -0.83, 4.44], [-1.44, 0.16, -2.07], [0.62, -0.45, -0.38], [-0.46, -0.18, 0.39], [-0.51, 0.14, -0.34], [0.10, -0.11, 0.30], [0.09, -0.41, 0.55], [0.72, -0.54, 0.48], [-0.50, 0.30, -0.18], [0.06, -0.20, -0.09], [0.25, 0.34, -0.28], [0.06, 0.31, -0.26], [0.06, -1.42, -0.39], [0.05, 0.05, -0.03], [0.50, -0.35, 0.46], [-1.10, -0.59, 1.82], [-0.09, -0.27, 0.16], [4.23, -0.11, -0.40], [0.48, 0.31, 0.36], [-0.36, -0.05, -0.85], [-0.05, 0.02, -0.37], [0.28, -0.48, -0.14], [0.42, 0.35, 0.40], [-0.68, -1.08, -0.39], [0.56, -0.44, 1.16], [-0.58, -0.04, -2.77], [0.43, 1.03, -0.11], [0.29, 0.78, -0.47], [-0.55, 0.73, 0.02], [-0.29, -0.22, 1.54], [0.61, -2.41, -1.08], [-3.70, -1.67, 0.72], [-0.19, -0.44, -0.08], [0.13, -2.03, 3.00], [0.08, 0.15, 0.34], [-0.60, 1.84, 2.06], [-0.03, 0.04, -0.23], [1.82, -0.21, 0.82], [-0.74, 0.35, -1.29], [-0.43, -0.25, -0.18], [0.53, 0.39, -0.48], [0.06, 0.65, -0.42], [-0.11, 0.07, -0.29], [0.15, -0.39, -0.41], [0.71, 0.02, -0.91], [-0.13, -0.53, -0.49], [0.75, 0.09, -0.58], [-0.55, 0.59, 0.62], [1.77, -0.29, -0.03], [-0.28, 0.07, -0.51], [-0.75, 0.68, 0.76], [0.36, -0.82, 0.96], [0.64, 1.80, 2.27], [-0.53, -0.49, -0.15], [-0.35, 2.94, 0.60], [0.21, 0.27, -0.38], [0.17, -0.35, -0.48], [0.59, -0.30, 1.10], [0.01, 0.04, 0.18], [-0.63, -0.14, -0.12], [-0.39, 0.24, 0.21], [-0.94, 1.14, 1.47], [1.44, 0.95, -0.74], [-0.80, -0.75, -1.33], [-1.22, -0.99, -2.93], [0.13, -0.51, -0.21], [-0.48, -1.56, -0.93], [0.38, 0.12, 0.10], [-1.39, -0.22, 0.46], [0.14, -1.87, -1.99], [0.11, 0.06, -0.48], [-0.18, 0.43, 0.59], [-0.05, -0.56, 0.57], [0.03, -0.16, 0.11], [-0.32, 0.00, 0.58], [0.18, -0.02, 0.39], [-0.06, -0.29, -0.05], [0.61, 0.02, 0.25], [0.19, -0.44, -0.34], [-1.15, 0.29, -0.54], [-0.63, 0.15, 0.39], [-0.53, -0.55, 0.79], [0.74, -1.01, -1.50], [0.19, 1.21, -1.75], [0.08, -0.78, -0.69], [0.43, -0.45, 0.01], [-0.10, -0.91, -0.34], [-0.01, 1.59, 0.90], [0.42, 1.72, -1.32], [4.86, -1.66, -2.14], [-1.76, 1.13, -3.34], [-0.16, -0.19, -0.14], [-0.87, 1.22, -0.16], [2.02, 2.16, -1.65]], "mulliken_charge": [0.348, 0.324, -0.785, -1.145, -1.062, -0.041, 0.187, 0.487, 0.350, -0.458, -0.360, 0.307, 0.632, 0.313, 0.210, 0.236, -0.273, -0.530, -0.918, 0.032, 0.238, 0.155, 0.313, 0.972, -0.111, -0.809, 1.013, -1.173, -0.442, -0.060, 0.454, -0.415, -0.420, 0.540, -0.580, -0.400, 0.073, -0.415, -1.292, 0.615, 0.168, -0.132, 0.617, 0.240, -1.485, -0.423, 0.676, 0.329, -1.443, -0.144, 0.346, -0.029, -0.001, 0.010, -0.068, 0.458, 0.523, -1.452, -0.204, 0.267, 0.403, 0.285, 0.045, -0.353, 0.377, -0.735, 0.132, -0.770, -0.834, 0.475, 0.301, -1.665, -0.549, -1.441, -1.277, 0.387, 0.324, 0.779, 0.787, -0.865, 0.411, -0.382, 0.555, -0.242, -0.343, 0.198, 0.349, -0.208, -0.028, 0.362, 0.250, -0.330, -0.627, 1.446, 0.582, -0.644, 1.052, -0.292, -0.432, 0.163, -0.561, 0.395, 0.026, 0.495, 0.411, 0.440, 0.452, 0.669, 0.053, 0.186, -0.651, 0.643, -0.208, 0.263, 0.266, 0.330, -0.062, 0.987, 0.800, -0.589, 0.299, 0.532, 0.064, 0.287, 0.226, -0.073, 1.093, 0.221, -0.002, 0.366, 0.342, 0.553, 0.311, 0.415, -0.573, -0.065, 0.007, -0.415, -0.084, 0.444, -0.165, -0.299, 1.050, -0.113, -0.115, 0.420, -0.316, 0.028, -0.794, 0.689, 0.413, 0.723, -0.159, -0.801, 0.389, 0.164, 0.413, -0.028, -1.050, -0.179, 0.342, -0.288, -0.861, 1.112, -0.054, -0.844, 0.471, 0.388, -0.211, 0.289, 0.117, 0.206, -0.653, -0.580, -0.662, -0.070, 0.419, -0.538, 0.492, -0.150, -0.564, -0.060, -0.644, 0.293, -0.093, 0.290, 0.311, 0.377, 0.479, 0.326, 0.420, 0.086, -0.043, -0.525, 0.431, -1.077, 0.377, -0.052, 1.021, -0.376, 0.337, -0.755, 0.289, 0.756, -0.101], "multiplicity": 2, "lumo_energy_ev": [-2.47, -9.52], "charge": 1}

***

(2)
{"formula": "C9H17N6O4", "method": "ωB97M-V/def2-TZVPD", "elements": ["H", "H", "C", "C", "O", "H", "H", "H", "H", "C", "N", "N", "H", "N", "C", "C", "H", "H", "H", "H", "C", "H", "H", "C", "N", "O", "C", "H", "N", "O", "H", "N", "O", "C", "H", "H"], "positions_angstrom": [[3.236, -3.940, -3.216], [3.568, -1.605, 2.096], [2.680, -4.406, -2.405], [-1.129, 2.709, 1.374], [3.628, -4.510, -0.290], [1.566, -3.599, 0.736], [-1.398, 1.355, -1.174], [3.217, -1.888, 0.278], [2.085, -5.244, -2.764], [0.268, 2.179, 0.945], [-5.605, 4.728, 0.404], [3.670, -4.943, -1.433], [-3.918, 4.698, -0.832], [-0.701, 0.699, -0.806], [1.946, -3.048, 1.656], [-4.918, 5.128, -0.853], [1.103, -2.907, 2.392], [2.051, -3.676, -1.898], [-5.484, 4.746, -1.699], [-3.228, 3.700, 1.660], [2.768, -1.736, 1.314], [0.784, 2.909, 0.234], [2.190, 0.256, 1.912], [-2.144, 3.374, 1.559], [0.179, 0.888, 0.204], [4.449, -5.775, -1.848], [0.975, -0.254, 0.382], [2.684, -3.773, 2.138], [0.562, -1.242, -0.578], [-5.089, 5.085, 1.453], [0.976, 2.061, 1.820], [1.956, -0.488, 1.243], [-6.626, 4.080, 0.301], [-0.463, -0.609, -1.277], [-4.879, 6.216, -0.874], [-1.012, -1.087, -2.139]], "forces_ev_per_angstrom": [[-0.02, -0.18, 0.01], [-0.91, 0.24, -1.02], [-0.25, 0.21, -0.02], [0.45, 0.90, -0.57], [0.16, -0.15, -0.40], [0.41, 1.07, 1.21], [0.64, -0.10, 0.75], [-0.24, 0.21, 1.51], [0.16, 0.04, -0.06], [-0.47, 1.06, -0.09], [-0.34, -0.13, 0.02], [0.24, -0.18, 0.06], [-0.03, 0.16, 0.08], [0.35, -3.93, -1.89], [0.38, -0.78, 0.18], [-0.06, 0.04, -0.32], [0.92, 0.15, -0.80], [0.11, -0.09, 0.04], [-0.01, 0.01, 0.17], [2.08, -0.17, 0.11], [-0.20, -1.51, -0.82], [-0.91, -0.67, 1.03], [-0.19, -0.67, -0.55], [-0.13, -1.61, -0.44], [1.77, -0.21, 2.20], [-0.30, 0.35, 0.26], [-2.22, -1.12, -2.68], [-0.97, 0.97, -0.62], [-2.08, 3.74, -0.23], [-0.06, -0.27, -0.30], [-1.07, -0.08, -0.92], [-0.16, 1.30, 0.75], [0.42, 0.24, 0.20], [1.78, 0.42, 1.81], [0.12, -0.10, 0.08], [0.64, 0.84, 1.27]], "mulliken_charge": [0.298, 0.332, -0.580, -0.559, -0.505, 0.177, 0.242, 0.237, 0.312, -0.230, 0.856, 0.879, 0.206, -0.288, -0.914, -0.653, 0.349, 0.113, 0.314, 0.418, -0.415, 0.316, 0.228, 0.040, 0.321, -0.516, 0.317, 0.347, -0.292, -0.519, 0.196, -0.135, -0.496, -0.094, 0.297, 0.402], "lumo_energy_ev": -3.32, "charge": 1}

***

What maximum force values result from the calculations? In sequence: 0.10826 0.08501 hartree/bohr.